Entry from the OMol25 dataset: a molecular structure, C16H25F5InN6O7S (the ωB97M-V functional and the def2-TZVPD basis).

Each line ends with the Mulliken charge.
Atoms and positions in Å:
1 In -0.44666 0.88072 1.13248  1.87
2 O -1.96208 -0.60398 1.78352  -0.56
3 N -2.90156 0.04496 1.17538  1.21
4 O -3.92639 -0.46252 0.85940  -0.61
5 O -2.61859 1.26321 0.91056  -0.65
6 C 3.57214 -1.61598 -5.74952  -1.20
7 C 2.72039 -2.63888 -5.01048  -0.46
8 S 1.28401 -1.84877 -4.32785  1.15
9 O 0.49838 -1.27214 -5.38512  -0.66
10 O 1.68794 -1.01939 -3.21699  -0.48
11 C 0.31410 -3.18449 -3.62369  -0.86
12 C -1.10766 -2.70824 -3.33953  -1.09
13 N -1.16325 -1.47379 -2.53853  0.23
14 C -0.78612 -1.35520 -1.25282  0.97
15 N -0.88989 -0.08598 -0.85333  -0.03
16 C -1.31098 0.64703 -1.93367  -0.76
17 C -1.47283 -0.20119 -2.97364  -0.29
18 N -2.00408 0.16053 -4.27070  1.17
19 O -1.99774 1.34445 -4.51658  -0.60
20 O -2.48805 -0.71403 -4.95811  -0.62
21 C -0.34311 -2.48189 -0.39499  -1.96
22 H 4.43666 -2.12022 -6.17725  0.40
23 H 3.92725 -0.84070 -5.07251  0.31
24 H 3.00636 -1.15124 -6.55448  0.34
25 H 3.25795 -3.08866 -4.17466  0.36
26 H 2.36251 -3.42558 -5.67603  0.40
27 H 0.84079 -3.55148 -2.74369  0.43
28 H 0.24902 -3.99045 -4.35600  0.64
29 H -1.66866 -3.48737 -2.82468  0.43
30 H -1.61971 -2.48881 -4.26902  0.44
31 H -1.51382 1.70361 -1.90816  0.64
32 H -0.78565 -3.42228 -0.71831  0.43
33 H -0.66161 -2.30433 0.63099  0.42
34 H 0.74255 -2.58091 -0.42230  0.27
35 C -2.01017 1.98022 3.74986  -0.49
36 C -2.01939 2.45090 5.22183  -0.90
37 N -0.69208 2.32575 5.81055  -0.11
38 C 0.22654 3.19861 5.09173  -1.00
39 C 0.24051 2.85068 3.58474  -0.26
40 N -0.61400 1.64883 3.33135  -0.43
41 C -0.11969 0.53746 4.20340  -0.49
42 C -0.24067 0.94577 5.69179  -0.79
43 H -2.39075 2.74367 3.07227  0.50
44 H -2.61050 1.08140 3.61793  0.33
45 H -2.72176 1.85767 5.80781  0.37
46 H -2.33095 3.49303 5.29472  0.28
47 H 1.22231 3.08297 5.52034  0.36
48 H -0.07860 4.23366 5.24475  0.32
49 H 1.24866 2.62735 3.24393  0.19
50 H -0.15153 3.66327 2.97011  0.54
51 H 0.91757 0.34365 3.92444  0.42
52 H -0.71623 -0.34859 3.98139  0.49
53 H 0.72129 0.84608 6.19467  0.32
54 H -0.95158 0.30293 6.21136  0.29
55 F 2.37597 0.91492 1.93613  -0.26
56 C 1.67082 1.41677 0.87484  0.22
57 F 1.83445 2.76869 0.89612  -0.25
58 C 2.34785 0.90313 -0.39799  0.79
59 F 3.63216 1.21441 -0.42904  -0.25
60 F 2.23455 -0.43656 -0.43707  -0.24
61 F 1.74362 1.42728 -1.46169  -0.21

Properties
LUMO = -3.3 eV
Energy relative to the best compared isomer or geometry (same formula, charge and spin) = 5.7 kcal per mole
Charge = +1



Entry from the OMol25 dataset: a molecular structure, C25H37Cl3N7O4PS5SbSiTc at a distorted geometry (the ωB97M-V functional and the def2-TZVPD basis).

Each line ends with the Mulliken charge.
Atoms and positions in Å:
1 Tc 0.68724 -0.15349 -0.55479  -0.90
2 S 5.67141 1.18560 -1.54858  -0.26
3 Sb 7.09638 0.22033 0.30465  0.72
4 S 2.86618 0.39408 -0.14337  -0.07
5 S 4.02768 0.01136 -1.75651  0.10
6 S 5.71913 -1.33805 1.10165  -0.39
7 N -2.41430 -0.02686 -0.39655  0.17
8 C -3.51782 -0.07869 -1.14887  -0.41
9 C -3.15471 -0.59195 -2.38064  -1.12
10 C -1.78450 -0.81029 -2.28145  -0.83
11 N -1.33620 -0.45720 -1.06964  1.24
12 H -2.29517 0.39370 0.51724  -0.11
13 H -4.47687 0.24142 -0.77789  0.53
14 H -3.78880 -0.77721 -3.22899  0.52
15 H -1.10524 -1.20375 -3.02219  0.59
16 C 0.77892 -5.11936 -2.43203  -0.93
17 N 2.01865 -4.35756 -2.55315  0.19
18 C 2.98836 -4.84807 -1.57730  -0.86
19 N 2.46025 -4.80048 -0.21885  0.18
20 C 1.22795 -5.57625 -0.14434  -1.02
21 N 0.22887 -5.07147 -1.08105  0.17
22 C -0.27152 -3.76733 -0.71518  -1.25
23 P 1.08963 -2.47264 -0.73635  2.79
24 C 1.78889 -2.93477 -2.41180  -1.16
25 C 2.31492 -3.46353 0.29287  -0.85
26 H 0.98703 -6.16051 -2.67952  0.30
27 H 0.04227 -4.73148 -3.13871  0.38
28 H 3.89840 -4.24765 -1.63267  0.39
29 H 3.23095 -5.88278 -1.82057  0.32
30 H 0.83383 -5.54289 0.87300  0.39
31 H 1.45209 -6.61091 -0.40386  0.29
32 H -0.70658 -3.81286 0.28731  0.37
33 H -1.05797 -3.46452 -1.41189  0.53
34 H 2.72956 -2.39847 -2.55759  0.42
35 H 1.08926 -2.61260 -3.18670  0.23
36 H 1.96074 -3.51130 1.32468  0.40
37 H 3.27366 -2.94559 0.27790  0.12
38 C 1.48612 4.68698 1.20706  -1.06
39 C 0.00003 4.97983 1.01229  -1.34
40 C -0.60672 4.27119 -0.22665  2.67
41 C -2.07848 4.73416 -0.40744  -1.36
42 C -2.74824 4.16806 -1.65844  -0.97
43 C 0.15019 4.72740 -1.44113  -0.84
44 O 0.36711 5.85993 -1.74310  -0.52
45 N 0.59037 3.69512 -2.31512  0.31
46 C 0.59090 2.39908 -1.98371  -0.30
47 O 1.07593 1.51379 -2.83669  0.24
48 N 0.09957 1.92256 -0.86425  1.83
49 C -0.61987 2.77187 -0.00256  -1.54
50 O -1.28586 2.27465 0.87298  -0.49
51 H 1.86108 5.25368 2.05786  0.53
52 H 2.06405 4.99042 0.33076  0.32
53 H 1.66087 3.63205 1.40106  0.09
54 H -0.14518 6.05081 0.87402  0.48
55 H -0.57099 4.66083 1.88445  0.50
56 H -2.07096 5.82277 -0.45579  0.52
57 H -2.62916 4.43103 0.48243  0.47
58 H -2.22893 4.47813 -2.56743  0.28
59 H -3.76793 4.54317 -1.72394  0.52
60 H -2.79123 3.07496 -1.63498  0.08
61 H 1.02097 4.01444 -3.17501  0.27
62 Cl 1.58788 -0.24288 -5.03598  -0.12
63 Si 1.44577 1.66763 -4.50586  0.21
64 Cl -0.12021 2.59850 -5.34302  -0.17
65 Cl 3.13546 2.71869 -4.66403  -0.15
66 C -4.14171 -0.57979 5.58416  -1.51
67 C -3.07696 -0.35008 4.55387  0.93
68 C -2.24368 0.76567 4.61069  -0.92
69 C -1.20849 0.93031 3.70487  -0.71
70 C -1.01042 -0.02971 2.72944  -0.46
71 C -1.85857 -1.12439 2.61080  0.06
72 C -2.88539 -1.27618 3.52544  -0.83
73 S 0.49696 0.05560 1.77147  1.67
74 C 1.41263 -1.18965 2.70196  -1.45
75 O 1.15207 1.33222 2.05628  -0.66
76 H -4.07100 0.13750 6.39856  0.38
77 H -4.05771 -1.58381 6.00052  0.38
78 H -5.13572 -0.49703 5.14164  0.33
79 H -2.38051 1.49868 5.39505  0.37
80 H -0.53761 1.77803 3.75507  0.52
81 H -1.70387 -1.85771 1.82504  0.49
82 H -3.53383 -2.14167 3.46685  0.49
83 H 1.45581 -0.84333 3.73301  0.59
84 H 2.41837 -1.25987 2.28911  0.38
85 H 0.88455 -2.13963 2.64009  0.34

Properties
LUMO (spin up / spin down) = -7.3 / -7.3 eV
Energy relative to the best compared isomer or geometry (same formula, charge and spin) = 15.7 kcal per mole
Charge = +2



Entry from the OMol25 dataset: C15H18N4O4 in the gas phase at a distorted geometry (the ωB97M-V functional and the def2-TZVPD basis).

Each line ends with the Mulliken charge.
Atoms and positions in Å:
1 N -1.24466 3.41545 -1.01317  -0.27
2 C -1.66441 2.67269 0.03125  0.31
3 O -2.76738 2.13609 0.04027  -0.71
4 C -0.69448 2.54032 1.18929  -1.18
5 C 0.37389 1.44621 1.05854  1.07
6 N 1.04970 1.33268 2.34846  -0.68
7 C 1.36961 1.76726 -0.06593  0.00
8 O 1.46995 2.88939 -0.54149  -0.77
9 N 2.28777 0.80738 -0.41329  -0.10
10 C 2.17481 -0.63884 -0.31648  0.53
11 C 1.44350 -1.28480 -1.50842  -1.51
12 C -0.02813 -1.09642 -1.37409  0.56
13 C -0.80194 -0.11018 -1.89188  -0.91
14 N -2.10700 -0.22097 -1.42612  0.00
15 C -2.15337 -1.27165 -0.55163  -0.42
16 C -3.22809 -1.72727 0.21032  -0.88
17 C -3.00453 -2.83865 1.01524  -0.48
18 C -1.75847 -3.47797 1.04200  -0.75
19 C -0.69168 -2.99583 0.29579  -0.31
20 C -0.87870 -1.86972 -0.49415  1.25
21 C 3.57379 -1.25803 -0.09862  0.15
22 O 3.81148 -2.39367 -0.43124  -0.56
23 O 4.47036 -0.49055 0.53989  -0.54
24 H -1.85683 3.52895 -1.80592  0.26
25 H -0.28887 3.70323 -1.03461  0.24
26 H -0.19105 3.51587 1.30731  0.45
27 H -1.26769 2.32549 2.10082  0.38
28 H -0.13777 0.50021 0.84274  0.01
29 H 1.57380 2.17622 2.58031  0.30
30 H 1.67244 0.54016 2.35228  0.28
31 H 2.84503 1.13107 -1.20647  0.26
32 H 1.65000 -0.87149 0.61920  0.32
33 H 1.82061 -0.87967 -2.43743  0.59
34 H 1.68994 -2.36629 -1.53496  0.37
35 H -0.52548 0.71687 -2.54985  0.33
36 H -2.71944 0.59247 -1.34848  0.37
37 H -4.19679 -1.24343 0.16157  0.41
38 H -3.80099 -3.22634 1.64696  0.37
39 H -1.60232 -4.34068 1.67545  0.40
40 H 0.24516 -3.52926 0.31057  0.46
41 H 4.08824 0.39369 0.67597  0.42

Properties
SMILES = NC(=O)C[C@H](N)C(=O)N[C@@H](Cc1c[nH]c2ccccc12)C(=O)O
LUMO = 0.3 eV
Energy relative to the best compared isomer or geometry (same formula, charge and spin) = 5.1 kcal per mole
Charge = 0



Which of these has the lowest charge?
C15H18N4O4



Which value of charge does entry 3 give?
0



Among the records above, which one has the highest charge?
C25H37Cl3N7O4PS5SbSiTc



What is the charge in the second record?
+2